Record 1
96
Properties=species:S:1:pos:R:3:forces:R:3 method="wB97M-V/def2-TZVPD" relative_energy_kcal_mol=18.3 total_charge=-1 homo_energy_ev=-5.07 spin_multiplicity=1 gap_ev=7.16
Mg -0.00596 -0.31193 0.10973 0.8 0.5 -1.2
O -3.03214 -1.33454 -6.11662 -0.3 0.7 -0.4
C -2.65219 -2.23157 -5.36522 0.5 0.3 0.9
O -2.65694 -3.45726 -5.47874 0.0 -0.8 0.0
C -1.99417 -1.71669 -4.00968 0.0 -0.3 -0.4
C -1.45457 -2.62647 -3.11238 -0.1 0.2 0.1
C -0.78808 -2.15488 -1.98491 -0.5 -0.1 -0.9
N -0.66831 -0.85884 -1.74199 -0.1 -0.2 -0.6
C -1.19465 0.02720 -2.57456 -0.4 -0.6 -0.7
C -1.85339 -0.36458 -3.73754 0.0 -0.1 0.2
C -0.90209 1.42075 -2.24337 -0.1 0.8 -0.3
C -1.40451 2.48960 -2.99254 0.1 -0.1 0.2
C -0.89527 3.75290 -2.76785 0.1 -0.1 0.1
C 0.08553 3.90860 -1.79825 0.0 -0.1 0.1
C 0.44168 2.80654 -1.03170 0.1 0.6 -0.1
N -0.04514 1.59996 -1.24194 -0.2 -0.1 0.0
C -0.12534 -3.01771 -1.00561 0.2 -1.0 -0.1
C -0.21346 -4.41036 -1.04270 0.0 0.2 0.0
C 0.46934 -5.14851 -0.09360 0.0 0.2 0.0
C 1.27288 -4.47596 0.81264 0.0 0.1 -0.1
C 1.30783 -3.08887 0.76339 0.4 -0.8 0.3
N 0.60092 -2.38152 -0.09208 -0.1 -0.2 -0.1
H -1.57549 -3.67267 -3.34721 0.1 -0.1 0.0
H -2.24168 0.33085 -4.46490 0.0 0.1 -0.1
H -2.16941 2.32652 -3.73507 0.0 0.0 -0.1
H -1.25032 4.59626 -3.34506 0.0 0.0 0.0
H 0.54778 4.86721 -1.62723 0.0 0.1 0.1
H 1.14322 2.90480 -0.21259 0.1 0.0 0.1
H -0.82153 -4.89693 -1.78805 -0.1 0.0 0.0
H 0.37905 -6.22656 -0.07020 0.0 0.0 0.0
H 1.86061 -4.99864 1.55109 0.0 0.0 0.1
H 1.93338 -2.54760 1.45330 0.1 -0.1 0.0
C -6.78097 2.41035 3.41146 0.1 -0.1 0.1
C -5.99658 1.26551 4.06438 -0.1 0.0 0.1
C -5.38464 1.75991 5.38313 -0.1 -0.1 -0.1
C -6.98967 0.14697 4.38950 0.2 0.2 0.0
C -4.87866 0.80119 3.14514 0.0 -0.1 0.0
C -3.88109 1.68233 2.75695 0.1 -0.1 -0.1
C -2.85215 1.23980 1.95953 0.1 0.4 0.0
Br -1.45709 2.48777 1.57175 -0.3 0.1 0.1
C -2.69673 -0.06888 1.44793 -0.4 0.2 0.2
O -1.69817 -0.33757 0.68151 -1.9 -0.2 0.6
C -3.72609 -0.96342 1.87029 0.3 0.0 -0.1
C -4.75168 -0.49882 2.68162 -0.1 0.3 0.1
C -3.80495 -2.45165 1.53638 0.0 -0.2 -0.1
C -3.78064 -3.25412 2.84900 0.0 0.1 -0.2
C -2.62788 -2.93468 0.69949 -0.1 0.0 0.1
C -5.10083 -2.71883 0.75231 0.2 0.0 0.1
H -7.57079 2.75135 4.07890 -0.1 0.1 0.1
H -7.23582 2.07543 2.48269 -0.1 0.0 -0.1
H -6.13679 3.25439 3.18785 0.1 0.2 -0.1
H -6.16785 2.07212 6.07295 -0.1 0.1 0.1
H -4.72585 2.60655 5.21177 0.1 0.1 0.0
H -4.80731 0.96547 5.85147 0.1 -0.1 0.1
H -7.76621 0.52869 5.05194 -0.1 0.0 0.0
H -6.49628 -0.68260 4.89050 0.0 -0.1 0.0
H -7.46742 -0.22003 3.48390 -0.1 -0.1 -0.1
H -3.87938 2.71370 3.07045 0.0 0.2 0.1
H -5.50432 -1.21198 2.97005 -0.1 -0.1 0.0
H -2.85705 -3.03255 3.38036 0.1 0.0 0.1
H -3.81334 -4.32281 2.64112 0.0 -0.1 -0.1
H -4.61800 -3.01210 3.49855 -0.1 0.0 0.1
H -1.70556 -2.76144 1.24666 0.1 0.0 -0.1
H -2.59716 -2.40150 -0.24634 0.0 0.0 0.0
H -2.72255 -4.00189 0.49243 -0.1 -0.1 0.0
H -5.98625 -2.46493 1.33014 -0.1 0.0 0.1
H -5.16733 -3.76855 0.47229 0.0 -0.2 0.0
H -5.10892 -2.12100 -0.15700 0.0 0.0 -0.1
C -0.62307 2.69259 7.63781 0.0 -0.1 0.0
C -0.21366 1.84251 6.47190 0.0 0.0 0.0
C -1.16092 1.45052 5.53324 0.1 -0.1 -0.1
C -0.81527 0.61101 4.49056 -0.2 -0.1 -0.1
C 0.49148 0.18126 4.35961 0.0 -0.3 -0.4
C 1.44662 0.56141 5.28157 0.2 -0.1 -0.1
C 1.09077 1.38451 6.33920 0.0 0.0 -0.1
S 0.90027 -0.92367 3.00414 0.0 0.1 1.2
O -0.25557 -1.75757 2.79209 -0.2 0.3 0.1
O 2.11004 -1.62997 3.38745 0.1 0.3 0.1
N 1.11685 0.01587 1.72967 -0.9 -0.4 1.6
C 2.26920 0.00991 1.04963 2.2 0.3 -0.1
C 3.56170 0.03395 1.61285 0.1 0.1 -0.1
C 4.64215 0.10349 0.76738 -0.1 0.1 -0.1
C 4.44145 0.14741 -0.61192 0.0 0.0 -0.1
C 3.14184 0.09551 -1.07421 0.5 0.1 -0.4
N 2.09406 0.02933 -0.27490 0.2 0.0 0.2
H -1.26406 3.50935 7.31355 -0.1 0.1 0.0
H 0.24492 3.10655 8.14441 0.0 0.1 0.1
H -1.18670 2.08865 8.35070 0.0 0.1 0.1
H -2.18073 1.79524 5.62283 -0.2 0.0 0.0
H -1.55145 0.26530 3.78197 -0.1 0.0 0.0
H 2.45346 0.18675 5.17359 0.1 0.0 0.1
H 1.83283 1.66775 7.07139 0.1 0.0 0.1
H 3.67378 0.00481 2.68455 0.0 0.0 0.0
H 5.64685 0.14173 1.16547 0.1 0.0 0.1
H 5.27176 0.21919 -1.29849 0.0 0.0 -0.1
H 2.92614 0.10549 -2.13676 0.0 0.0 -0.1

***

Record 2
96
Properties=species:S:1:pos:R:3:forces:R:3 method="wB97M-V/def2-TZVPD" relative_energy_kcal_mol=96.6 total_charge=+3 homo_energy_ev=-13.72 spin_multiplicity=1 gap_ev=5.00
Ti 0.22343 -0.28356 -0.31165 -1.0 -0.2 -0.1
C 3.01188 4.67648 -4.31391 0.0 0.1 -0.2
C 2.34266 3.81883 -3.29168 0.0 0.0 0.2
C 2.10680 4.29909 -2.00344 -0.1 -0.2 -0.1
C 1.43305 3.53819 -1.05075 0.1 -0.8 -0.3
C 1.07116 4.12055 0.23521 0.5 0.2 0.9
N 1.91177 4.39727 1.18850 -1.3 -0.1 -0.9
C 3.26079 3.88551 1.27747 0.9 -0.6 0.1
C 3.16525 2.47721 1.89637 0.2 0.0 -0.2
C 4.50937 1.73324 2.00477 -0.6 0.3 1.0
N 4.98027 1.37916 0.68724 0.0 -1.1 -1.1
C 4.67259 0.29448 0.03120 0.2 0.9 0.3
C 4.09907 -0.91026 0.60204 -0.9 -0.4 0.1
C 4.86284 -1.71169 1.45395 -0.1 -0.1 -0.1
C 4.43861 -2.97411 1.85800 -0.1 0.3 0.0
C 5.29992 -3.84740 2.70557 0.1 -0.2 0.0
C 3.19511 -3.41475 1.42332 -0.1 0.4 -0.3
C 2.35899 -2.60774 0.64712 0.6 0.6 -0.2
C 1.08802 -3.10842 0.17919 -0.1 -0.3 -0.2
N 0.17314 -2.36822 -0.32556 0.6 -0.9 0.0
C -1.00293 -2.99631 -0.90402 -0.8 -0.4 -0.1
C -1.55713 -2.13758 -2.04885 0.2 -0.1 0.0
C -0.43526 -1.59030 -2.93364 -0.4 -0.8 -0.5
N 0.10386 -0.38151 -2.33536 0.2 0.6 -0.7
C 0.68202 0.47849 -3.09172 -0.2 -0.3 -0.3
C 1.22390 1.73707 -2.66920 0.1 0.7 0.7
C 1.88567 2.54758 -3.60314 -0.2 -0.1 0.4
C 0.98867 2.22409 -1.35296 0.9 1.1 -0.9
O 0.41058 1.50274 -0.43394 -0.1 1.8 -0.1
C 2.80091 -1.32715 0.21274 1.2 -1.1 0.7
O 2.02331 -0.52466 -0.47247 1.8 0.0 0.0
H 3.51704 5.52091 -3.85354 0.1 0.1 0.0
H 2.27186 5.06926 -5.01299 0.0 0.0 0.0
H 3.73749 4.10809 -4.89175 0.0 0.0 0.0
H 2.39340 5.31355 -1.76300 0.1 0.1 0.0
H 0.02218 4.34254 0.40455 0.0 0.2 0.3
H 1.56380 4.83645 2.03507 -0.3 0.1 0.0
H 3.85351 4.54447 1.91361 -0.1 0.1 -0.1
H 3.70251 3.85260 0.28017 -0.1 0.1 0.1
H 2.47943 1.87831 1.28314 0.1 0.1 0.2
H 2.74913 2.55567 2.90377 -0.1 -0.1 -0.1
H 4.35238 0.82968 2.59594 0.1 0.1 -0.1
H 5.25380 2.35934 2.50003 0.1 -0.2 -0.1
H 5.49588 2.10807 0.20720 0.0 -0.1 -0.3
H 4.89265 0.28783 -1.03128 0.2 0.2 -0.1
H 5.84412 -1.37515 1.74859 0.2 0.1 0.1
H 6.12121 -3.29132 3.14473 0.1 0.0 0.1
H 5.72587 -4.65014 2.10401 0.0 -0.1 0.0
H 4.71599 -4.30686 3.50012 0.0 0.0 0.1
H 2.86174 -4.40217 1.70803 -0.1 -0.1 0.0
H 0.95168 -4.19656 0.21913 -0.1 0.2 0.0
H -1.76930 -3.10052 -0.12272 0.2 0.0 -0.1
H -0.75264 -3.99679 -1.28492 0.0 0.2 0.2
H -2.11336 -1.28262 -1.64966 -0.1 -0.2 -0.1
H -2.24443 -2.74578 -2.63945 0.0 0.1 0.1
H -0.80363 -1.37766 -3.94488 0.1 0.0 0.2
H 0.37336 -2.33384 -3.01283 -0.1 0.2 -0.1
H 0.74583 0.28076 -4.16488 0.0 -0.1 0.1
H 2.02683 2.16889 -4.60421 0.0 -0.1 -0.2
Cl 1.08410 -0.13612 2.16149 0.9 0.2 0.5
C 0.62600 -0.60559 3.77648 -0.6 -0.3 0.9
C 1.41470 -1.51781 4.44694 0.1 -0.1 -0.1
C 1.05179 -1.90476 5.72952 0.1 0.0 -0.3
C -0.09738 -1.40200 6.30977 -0.2 0.1 0.0
C -0.87537 -0.46929 5.63604 0.6 -0.2 -0.4
Cl -2.28488 0.14613 6.38077 -0.2 0.1 0.2
C -0.51148 -0.02834 4.34797 -0.1 0.2 -0.3
S -1.36462 1.22749 3.49654 0.0 0.4 -0.1
H 2.29376 -1.92963 3.97708 0.1 -0.1 -0.1
H 1.66644 -2.60995 6.26585 0.0 -0.1 0.1
H -0.39666 -1.74197 7.28854 -0.1 0.1 0.1
Te -3.09812 1.37722 1.36805 -1.2 0.0 0.1
C -4.00346 -0.42835 2.02486 0.2 0.3 -0.3
C -4.31522 -1.36455 1.04947 0.1 0.1 -0.1
C -4.94123 -2.54241 1.41632 0.0 0.1 -0.1
C -5.27240 -2.76149 2.74490 0.0 0.0 0.1
C -4.96445 -1.81350 3.70991 0.0 0.0 -0.1
C -4.31961 -0.63636 3.35815 0.1 0.3 0.0
C -4.74232 1.94272 0.08548 0.4 -0.2 0.1
C -5.26278 1.31877 -1.04138 0.1 0.0 0.0
C -6.44565 1.79634 -1.58705 0.1 -0.1 -0.1
C -7.11223 2.86756 -1.01252 0.1 0.2 0.1
C -6.58377 3.49628 0.10407 -0.1 0.0 0.0
C -5.39583 3.03810 0.64719 0.4 -0.2 0.1
H -4.06502 -1.16179 0.01680 -0.1 -0.1 -0.1
H -5.19300 -3.27242 0.66120 0.0 -0.1 0.0
H -5.77729 -3.67235 3.02713 -0.1 -0.1 0.0
H -5.23596 -1.98062 4.74017 0.0 0.0 0.1
H -4.07654 0.10059 4.11217 0.0 0.0 0.0
H -4.75604 0.48051 -1.50165 0.0 0.0 0.0
H -6.85213 1.33030 -2.47106 0.0 -0.1 -0.1
H -8.03643 3.22611 -1.44179 0.0 0.0 0.0
H -7.08578 4.34106 0.54758 -0.1 0.1 0.0
H -4.96597 3.51708 1.52087 -0.1 0.2 0.1
O -1.23858 -0.44306 0.66005 -1.5 -0.9 1.2
O -2.05352 0.43262 -0.11009 -0.6 0.3 0.0